(1)
Entry from the Open Molecules 2025 dataset: a structure of composition C37H43N11O2P2STi (ωB97M-V with the def2-TZVPD basis set).

CARTESIAN COORDINATES (ANGSTROEM)
Ti  0.46306  0.44040  1.74438
C  4.62953  -1.14868  0.69248
C  3.26097  -0.90755  1.23763
N  2.62236  0.19136  1.01493
N  3.30699  1.09487  0.25487
C  2.71821  2.26312  0.19704
N  3.35728  3.23589  -0.47211
S  1.19814  2.64237  0.94125
C  2.62733  -1.82042  2.19846
C  3.17562  -3.03991  2.57230
C  2.55541  -3.78486  3.56017
C  1.40943  -3.29042  4.15776
C  0.90938  -2.08000  3.71246
N  1.49158  -1.36032  2.75367
H  5.32978  -0.45137  1.15796
H  4.65421  -0.93030  -0.37390
H  4.97595  -2.16306  0.85929
H  4.18508  2.99637  -0.99159
H  2.87241  4.08730  -0.68589
H  4.07123  -3.40977  2.09905
H  2.96840  -4.73873  3.86128
H  0.89799  -3.82863  4.94300
H  -0.00424  -1.67448  4.12546
C  2.30817  -0.40017  -2.26660
N  0.86315  -0.11925  -2.09754
P  0.07068  -0.77976  -0.72634
C  -1.64377  -1.05772  -1.33490
C  -2.76029  -0.69470  -0.59253
C  -4.04140  -0.96655  -1.05838
C  -4.21892  -1.61331  -2.26912
C  -3.10845  -1.99548  -3.01319
C  -1.83585  -1.72117  -2.54680
C  0.59671  -2.54218  -0.75180
C  1.11705  -3.17028  -1.88510
C  1.39206  -4.52879  -1.87634
C  1.13315  -5.28710  -0.74232
C  0.58631  -4.67891  0.37631
C  0.32083  -3.31641  0.37366
P  0.60607  1.52995  -2.67376
C  0.68784  1.22695  -4.47669
C  0.57486  -0.02285  -5.07774
C  0.62410  -0.14827  -6.45858
C  0.78259  0.97898  -7.25351
C  0.90643  2.22902  -6.66331
C  0.87214  2.34944  -5.28160
C  -1.18637  1.88862  -2.50562
C  -1.53154  2.86048  -1.56818
C  -2.85006  3.28995  -1.44169
C  -3.83462  2.74769  -2.25324
C  -3.49571  1.79435  -3.20792
C  -2.18197  1.38175  -3.34252
H  2.50252  -0.77856  -3.27237
H  2.64881  -1.14338  -1.55030
H  2.90205  0.50114  -2.11238
H  -2.64413  -0.23509  0.37508
H  -4.89917  -0.68284  -0.46178
H  -5.21612  -1.83168  -2.62946
H  -3.23648  -2.51497  -3.95447
H  -0.97988  -2.03201  -3.13102
H  1.30373  -2.60471  -2.78754
H  1.79922  -4.99793  -2.76282
H  1.34068  -6.34927  -0.74006
H  0.35231  -5.26536  1.25620
H  -0.14244  -2.85680  1.23585
H  0.45245  -0.90104  -4.45501
H  0.53853  -1.12645  -6.91487
H  0.81966  0.88324  -8.33080
H  1.04103  3.10894  -7.27903
H  0.98656  3.32592  -4.82236
H  -0.75684  3.29857  -0.94986
H  -3.09021  4.08579  -0.74463
H  -4.86004  3.08593  -2.16951
H  -4.25825  1.38494  -3.85790
H  -1.92365  0.66469  -4.11000
C  -1.68039  2.72811  6.36246
N  -0.52994  2.16293  5.66359
C  0.60413  1.70334  6.45025
C  -0.56992  1.88225  4.34204
N  0.27760  1.10360  3.74450
N  -1.58078  2.51991  3.65709
C  -2.00314  2.31057  2.35666
N  -3.16158  2.98494  2.06965
N  -1.33763  1.62472  1.51128
H  -1.56636  2.53738  7.42499
H  -2.60535  2.24888  6.04099
H  -1.75444  3.81112  6.22805
H  0.60849  2.23437  7.39748
H  1.53880  1.93223  5.93810
H  0.55462  0.62969  6.65645
H  0.89644  0.65680  4.40720
H  -2.04657  3.27184  4.13354
H  -3.51962  2.84703  1.13668
H  -3.87153  2.99408  2.78484
H  -1.79200  1.59347  0.60389
O  -2.40387  -0.28475  3.53498
N  -2.15192  -1.11397  2.69543
O  -1.01467  -0.95506  2.08428

Results
Spin multiplicity: 2
Maximum force, eV Å⁻¹: 0.3
DFT total energy, eV: -112079.4188
HOMO energy (alpha / beta), eV: -9.817 / -9.809
Total charge: +1
Frontier orbital gap (alpha / beta), eV: 7.1 / 7.0
Energy above the lowest of the compared OMol25 structures with the same formula, charge and spin, kJ/mol: 0.0
Lowest unoccupied orbital energy (alpha / beta), eV: -2.735 / -2.834


(2)
Entry from the Open Molecules 2025 dataset: the molecule C3H6P2 at a distorted geometry (ωB97M-V with the def2-TZVPD basis set).

CARTESIAN COORDINATES (ANGSTROEM)
C  0.10807  0.87068  0.05484
C  1.56584  0.93559  0.12257
C  1.15013  -0.51838  0.17624
P  -1.45943  1.35596  0.00392
P  -2.42829  -0.59755  0.09321
H  2.09724  1.26852  -0.76352
H  1.99822  1.36324  1.02161
H  1.07897  -1.02607  1.11925
H  1.21188  -1.11897  -0.71044
H  -2.85256  -0.54348  -1.23622
H  -3.64424  -0.07599  0.53648

Results
Spin multiplicity: 1
Maximum force, eV Å⁻¹: 3.5
DFT total energy, eV: -21782.6784
HOMO energy, eV: -8.485
Frontier orbital gap, eV: 8.9
Structure (SMILES): [PH2]#P=C1CC1
Energy above the lowest of the compared OMol25 structures with the same formula, charge and spin, kJ/mol: 169.6
Lowest unoccupied orbital energy, eV: 0.410


(3)
Entry from the Open Molecules 2025 dataset: a structure of composition CH3FP2 at a distorted geometry (ωB97M-V with the def2-TZVPD basis set).

CARTESIAN COORDINATES (ANGSTROEM)
C  0.35388  -0.79970  0.26782
F  1.00375  -1.93244  0.46297
P  2.00753  0.75559  -0.22452
P  -1.33655  -0.50781  -0.25235
H  0.85309  1.70578  -0.42686
H  -1.99466  0.00025  0.92798
H  -0.88704  0.77833  -0.75503

Results
Spin multiplicity: 1
Maximum force, eV Å⁻¹: 5.4
DFT total energy, eV: -22375.4432
HOMO energy (alpha / beta), eV: -8.988 / -8.272
Frontier orbital gap (alpha / beta), eV: 8.8 / 7.0
Energy above the lowest of the compared OMol25 structures with the same formula, charge and spin, kJ/mol: 373.9
Lowest unoccupied orbital energy (alpha / beta), eV: -0.199 / -1.249


(4)
Entry from the Open Molecules 2025 dataset: a structure of composition C30H27MoN2O3P2S2 (ωB97M-V with the def2-TZVPD basis set).

CARTESIAN COORDINATES (ANGSTROEM)
Mo  -0.25082  -0.11559  -0.14510
S  -0.88971  -2.53452  -0.31770
P  -2.39789  -1.73756  0.81697
C  -1.64247  -0.29652  1.39111
P  -0.56173  -0.29587  2.72030
S  1.27704  -0.38803  1.77304
C  -0.64604  -1.61840  3.93623
C  -1.67645  -1.58772  4.87692
C  -1.79167  -2.61074  5.80209
C  -0.87305  -3.65324  5.79957
C  0.15284  -3.68223  4.86708
C  0.26533  -2.66960  3.92529
C  -0.66713  1.24377  3.63909
C  0.18441  1.45535  4.72338
C  0.14839  2.66461  5.39509
C  -0.73784  3.65660  4.99002
C  -1.59073  3.44208  3.91793
C  -1.55585  2.23381  3.23556
C  -3.06220  -2.91240  2.00359
C  -4.27918  -2.60731  2.61549
C  -4.82187  -3.48687  3.53637
C  -4.15832  -4.67038  3.83732
C  -2.95173  -4.97421  3.22539
C  -2.39635  -4.09355  2.30733
C  -3.81062  -1.28208  -0.20515
C  -4.38842  -2.24125  -1.03185
C  -5.48889  -1.91093  -1.80444
C  -6.01660  -0.62686  -1.74663
C  -5.44463  0.32795  -0.91852
C  -4.33703  0.00278  -0.14739
H  -2.37788  -0.76114  4.88702
H  -2.59024  -2.59076  6.53148
H  -0.95853  -4.44534  6.53192
H  0.86784  -4.49410  4.87066
H  1.06128  -2.69491  3.19237
H  0.86836  0.67462  5.03679
H  0.80619  2.83589  6.23634
H  -0.76571  4.60035  5.51843
H  -2.28560  4.21466  3.61617
H  -2.21080  2.04313  2.39405
H  -4.80537  -1.69552  2.35797
H  -5.76791  -3.25842  4.00882
H  -4.59071  -5.36192  4.54868
H  -2.44142  -5.89905  3.45946
H  -1.45396  -4.32134  1.82541
H  -3.97223  -3.24128  -1.07673
H  -5.93680  -2.65267  -2.45174
H  -6.87810  -0.37168  -2.34937
H  -5.86278  1.32492  -0.87075
H  -3.87094  0.73743  0.49849
C  0.02842  4.48162  -0.50071
C  -0.18371  3.01087  -0.56993
N  0.36298  2.13898  0.20230
O  1.20920  2.63845  1.14964
C  -1.09245  2.40126  -1.57266
C  -1.89075  3.12550  -2.59699
N  -1.07623  1.13835  -1.40425
O  -1.61109  0.06514  -1.87087
H  0.78004  4.73500  0.23853
H  -0.90883  4.97793  -0.24039
H  0.33672  4.86033  -1.47645
H  1.46795  1.83880  1.65572
H  -2.56957  3.83627  -2.12349
H  -2.47478  2.41636  -3.17950
H  -1.23798  3.68264  -3.27059
O  2.33284  -0.87857  -2.13867
C  1.46349  -0.54408  -1.51398

Results
Spin multiplicity: 3
Maximum force, eV Å⁻¹: 0.2
DFT total energy, eV: -82768.6252
HOMO energy (alpha / beta), eV: -10.468 / -11.105
Total charge: +1
Frontier orbital gap (alpha / beta), eV: 7.7 / 6.7
Energy above the lowest of the compared OMol25 structures with the same formula, charge and spin, kJ/mol: 0.0
Lowest unoccupied orbital energy (alpha / beta), eV: -2.734 / -4.369


> The highest energy above the lowest of the compared OMol25 structures with the same formula, charge and spin belongs to which entry?

CH3FP2